No. 1
Density functional theory data (ωB97M-V with the def2-TZVPD basis set) for a 2-piece molecular cluster, C17H28BF4N4OS overall.

Its orbital gap is 6.29 eV. The calculation puts the HOMO energy at -5.5 eV. As for the charge: -1.

XYZ file:
```
56
C17H28BF4N4OS | OMol25 | ωB97M-V with the def2-TZVPD basis set
C -2.84 0.65 -2.73
C -3.65 1.40 -1.53
C -2.72 1.52 -0.20
C -3.22 0.43 0.89
C -2.52 -1.03 0.69
C -1.91 -1.60 2.08
C -0.30 -1.47 2.16
C 0.25 0.00 1.82
C 1.29 0.32 0.64
N 1.84 -0.77 -0.20
C 3.30 -0.84 0.14
C 3.87 -2.35 0.19
C 1.74 1.78 0.40
N 2.70 2.26 -0.59
C 2.47 1.72 -1.96
C 0.93 1.60 -2.40
C 1.11 2.89 1.36
N 1.38 4.32 1.32
S 0.48 5.11 2.56
N -0.36 3.80 3.34
C 0.09 2.68 2.55
C -0.30 1.15 2.74
O -1.20 0.88 3.85
H -3.53 0.28 -3.56
H -2.12 1.45 -3.17
H -2.19 -0.17 -2.27
H -4.61 0.78 -1.33
H -3.99 2.44 -1.91
H -2.87 2.56 0.25
H -1.64 1.32 -0.51
H -3.03 0.78 1.96
H -4.36 0.30 0.76
H -1.60 -0.88 -0.01
H -3.29 -1.73 0.21
H -2.22 -2.71 2.12
H -2.46 -1.09 2.94
H -0.02 -1.72 3.26
H 0.13 -2.30 1.50
H 1.42 -1.68 0.02
H 3.41 -0.37 1.20
H 3.98 -0.23 -0.56
H 3.21 -2.98 -0.51
H 4.94 -2.32 -0.23
H 3.81 -2.69 1.28
H 2.65 3.29 -0.61
H 3.00 0.72 -2.18
H 2.95 2.48 -2.70
H 0.36 0.73 -1.91
H 0.37 2.60 -2.28
H 0.93 1.35 -3.54
H -1.76 1.70 3.90
B 1.22 -5.28 -1.85
F -0.10 -5.22 -2.41
F 1.34 -4.32 -0.79
F 1.46 -6.60 -1.34
F 2.18 -4.98 -2.88
```

How positive or negative is each atom? The Mulliken charges in e answer that: atom 1 (C): -0.75, atom 2 (C): -0.63, atom 3 (C): 0.27, atom 4 (C): -0.79, atom 5 (C): -0.14, atom 6 (C): -0.79, atom 7 (C): -1.05, atom 8 (C): 0.50, atom 9 (C): -0.43, atom 10 (N): 0.00, atom 11 (C): -0.28, atom 12 (C): -0.78, atom 13 (C): 0.11, atom 14 (N): -0.26, atom 15 (C): -0.75, atom 16 (C): -0.58, atom 17 (C): 0.55, atom 18 (N): -0.62, atom 19 (S): 0.10, atom 20 (N): -0.72, atom 21 (C): 0.52, atom 22 (C): 0.40, atom 23 (O): -0.56, atom 24 (H): 0.34, atom 25 (H): 0.13, atom 26 (H): 0.18, atom 27 (H): 0.28, atom 28 (H): 0.33, atom 29 (H): 0.36, atom 30 (H): -0.45, atom 31 (H): 0.21, atom 32 (H): 0.54, atom 33 (H): -0.12, atom 34 (H): 0.43, atom 35 (H): 0.41, atom 36 (H): 0.32, atom 37 (H): 0.42, atom 38 (H): 0.02, atom 39 (H): 0.19, atom 40 (H): 0.17, atom 41 (H): 0.18, atom 42 (H): 0.14, atom 43 (H): 0.32, atom 44 (H): 0.27, atom 45 (H): 0.46, atom 46 (H): 0.16, atom 47 (H): 0.42, atom 48 (H): 0.02, atom 49 (H): 0.21, atom 50 (H): 0.42, atom 51 (H): 0.36, atom 52 (B): 0.57, atom 53 (F): -0.41, atom 54 (F): -0.38, atom 55 (F): -0.41, atom 56 (F): -0.42

No. 2
Density functional theory data (ωB97M-V with the def2-TZVPD basis set) for C17H28ClN3O3PRh as an isolated structure.

Its orbital gap is 8.64 eV. The calculation puts the HOMO energy at -16.2 eV. For the relative energy (zero: lowest compared OMol25 entry of this formula, charge and spin), the calculation gives 0.0 kcal per mole. As for the charge: +2.

XYZ file:
```
54
C17H28ClN3O3PRh | OMol25 | ωB97M-V with the def2-TZVPD basis set
Rh -0.35 1.43 0.76
N 3.68 -3.37 1.99
C 3.34 -2.52 1.30
C 2.86 -1.46 0.47
C 3.48 -1.10 -0.73
C 2.94 -0.06 -1.46
C 1.81 0.59 -0.99
N 1.22 0.24 0.17
C 1.74 -0.76 0.88
H 4.36 -1.63 -1.07
H 3.38 0.26 -2.39
H 1.36 1.40 -1.54
H 1.25 -1.00 1.82
C -1.31 1.13 5.91
N -0.71 0.46 4.75
C 0.07 -0.76 5.02
C -0.83 0.94 3.55
O -0.29 0.41 2.53
H -0.53 1.37 6.63
H -2.04 0.47 6.38
H -1.80 2.05 5.59
H -0.39 -1.28 5.86
H 1.09 -0.49 5.28
H 0.06 -1.40 4.15
H -1.42 1.86 3.45
Cl -1.39 5.31 -2.02
C -1.31 5.05 -0.27
C -1.03 3.62 0.06
O -1.50 3.08 1.12
O -0.28 2.87 -0.66
H -2.25 5.35 0.20
H -0.50 5.66 0.14
C -2.38 -2.64 -0.56
C -1.33 -1.61 -0.12
P -1.97 0.09 0.02
C -2.67 0.48 -1.62
C -2.98 1.93 -1.99
C -3.33 0.02 1.21
C -4.22 1.27 1.34
H -1.89 -3.60 -0.70
H -2.85 -2.37 -1.50
H -3.16 -2.78 0.19
H -0.51 -1.57 -0.84
H -0.91 -1.88 0.85
H -3.60 -0.11 -1.62
H -2.01 0.02 -2.35
H -3.57 2.44 -1.22
H -3.56 1.94 -2.90
H -2.07 2.50 -2.17
H -2.91 -0.29 2.17
H -3.94 -0.82 0.86
H -3.65 2.16 1.60
H -4.96 1.10 2.12
H -4.75 1.46 0.41
```

How positive or negative is each atom? The Mulliken charges in e answer that: atom 1 (Rh): -0.08, atom 2 (N): -0.37, atom 3 (C): -0.30, atom 4 (C): 0.24, atom 5 (C): -0.21, atom 6 (C): -0.88, atom 7 (C): -0.37, atom 8 (N): 0.09, atom 9 (C): -0.26, atom 10 (H): 0.55, atom 11 (H): 0.47, atom 12 (H): 0.62, atom 13 (H): 0.69, atom 14 (C): -0.88, atom 15 (N): 0.13, atom 16 (C): -0.92, atom 17 (C): 0.19, atom 18 (O): -0.56, atom 19 (H): 0.36, atom 20 (H): 0.34, atom 21 (H): 0.32, atom 22 (H): 0.36, atom 23 (H): 0.33, atom 24 (H): 0.32, atom 25 (H): 0.25, atom 26 (Cl): -0.11, atom 27 (C): -0.44, atom 28 (C): 0.67, atom 29 (O): -0.55, atom 30 (O): -0.37, atom 31 (H): 0.33, atom 32 (H): 0.37, atom 33 (C): -1.36, atom 34 (C): -0.60, atom 35 (P): 2.21, atom 36 (C): -0.83, atom 37 (C): -1.18, atom 38 (C): -0.77, atom 39 (C): -1.35, atom 40 (H): 0.43, atom 41 (H): 0.34, atom 42 (H): 0.37, atom 43 (H): 0.37, atom 44 (H): 0.23, atom 45 (H): 0.54, atom 46 (H): 0.49, atom 47 (H): 0.29, atom 48 (H): 0.44, atom 49 (H): 0.21, atom 50 (H): 0.41, atom 51 (H): 0.43, atom 52 (H): 0.25, atom 53 (H): 0.43, atom 54 (H): 0.33

No. 3
Density functional theory data (ωB97M-V with the def2-TZVPD basis set) for C17H28CoNO2P2Te as an isolated structure.

Its orbital gap (spin up / spin down) is 5.88 / 6.18 eV. As for the spin multiplicity: 5. The calculation puts the HOMO energy (spin up / spin down) at -13.0 / -14.8 eV. For the relative energy (zero: lowest compared OMol25 entry of this formula, charge and spin), the calculation gives 46.4 kcal per mole. As for the charge: +2.

XYZ file:
```
52
C17H28CoNO2P2Te | OMol25 | ωB97M-V with the def2-TZVPD basis set
Co -0.25 -0.11 0.41
P -0.72 -0.33 -1.64
C -0.35 -2.13 -1.73
C 1.00 -2.31 -1.12
N 1.22 -1.52 -0.05
C 2.38 -1.56 0.63
C 3.39 -2.42 0.24
C 3.21 -3.26 -0.86
C 2.01 -3.18 -1.57
C 2.46 -0.66 1.85
P 0.74 -0.07 2.23
H 1.81 -3.81 -2.43
H 4.32 -2.39 0.80
H 3.99 -3.96 -1.15
H 2.85 -1.21 2.72
H 3.10 0.21 1.66
H -1.20 -2.74 -1.05
H -0.42 -2.52 -2.75
H -2.23 -2.96 0.71
O -1.96 -3.49 -0.19
H -2.65 -4.12 -0.51
H -1.82 -1.18 1.44
O -2.38 -2.00 1.74
H -3.29 -1.65 1.87
C 0.21 -1.38 3.40
H 0.99 -1.45 4.17
H -0.75 -1.09 3.83
H 0.12 -2.35 2.89
C 0.98 1.40 3.23
H 0.00 1.82 3.46
H 1.51 1.12 4.15
H 1.57 2.13 2.65
C 0.39 0.55 -2.77
H 0.15 0.24 -3.81
H 0.23 1.63 -2.67
H 1.44 0.32 -2.56
C -2.32 -0.29 -2.47
H -2.82 0.65 -2.22
H -2.14 -0.37 -3.55
H -2.93 -1.13 -2.12
Te -1.94 1.57 0.61
C -1.14 3.37 -0.26
C -0.46 4.22 0.62
C 0.11 5.40 0.12
C 0.01 5.70 -1.25
C -0.68 4.84 -2.12
C -1.26 3.65 -1.63
H -0.40 3.95 1.68
H 0.63 6.06 0.81
H 0.45 6.61 -1.63
H -0.78 5.07 -3.18
H -1.82 2.98 -2.30
```

How positive or negative is each atom? The Mulliken charges in e answer that: atom 1 (Co): -0.38, atom 2 (P): 1.13, atom 3 (C): -1.16, atom 4 (C): 0.95, atom 5 (N): 0.13, atom 6 (C): 0.43, atom 7 (C): -0.84, atom 8 (C): -0.43, atom 9 (C): -0.99, atom 10 (C): -1.37, atom 11 (P): 1.12, atom 12 (H): 0.52, atom 13 (H): 0.51, atom 14 (H): 0.45, atom 15 (H): 0.59, atom 16 (H): 0.49, atom 17 (H): -0.08, atom 18 (H): 0.73, atom 19 (H): 0.46, atom 20 (O): -0.64, atom 21 (H): 0.28, atom 22 (H): 0.03, atom 23 (O): -0.59, atom 24 (H): 0.39, atom 25 (C): -1.44, atom 26 (H): 0.48, atom 27 (H): 0.41, atom 28 (H): 0.39, atom 29 (C): -1.20, atom 30 (H): 0.40, atom 31 (H): 0.41, atom 32 (H): 0.42, atom 33 (C): -1.29, atom 34 (H): 0.43, atom 35 (H): 0.35, atom 36 (H): 0.38, atom 37 (C): -1.17, atom 38 (H): 0.38, atom 39 (H): 0.44, atom 40 (H): 0.37, atom 41 (Te): 0.29, atom 42 (C): 0.51, atom 43 (C): -0.48, atom 44 (C): -0.60, atom 45 (C): -0.51, atom 46 (C): -0.47, atom 47 (C): -0.33, atom 48 (H): 0.37, atom 49 (H): 0.41, atom 50 (H): 0.40, atom 51 (H): 0.42, atom 52 (H): 0.47

No. 4
Density functional theory data (ωB97M-V with the def2-TZVPD basis set) for an isolated ion of composition C17H28FN2O2S and charge +1.

Its orbital gap is 10.20 eV. The calculation puts the HOMO energy at -12.4 eV. For the relative energy (zero: lowest compared OMol25 entry of this formula, charge and spin), the calculation gives 0.0 kcal per mole. As for the charge: +1. As for the SMILES: CC(C)CC[N@@H+](C)C1CCN(S(=O)(=O)c2ccc(F)cc2)CC1.

XYZ file:
```
51
C17H28FN2O2S | OMol25 | ωB97M-V with the def2-TZVPD basis set
C 5.75 -2.39 0.12
C 5.74 -0.91 -0.25
C 5.61 -0.73 -1.76
C 4.66 -0.13 0.53
C 3.25 -0.61 0.22
N 2.16 0.13 0.93
C 2.32 -0.02 2.39
C 2.02 1.56 0.51
C 1.65 1.69 -0.98
C 0.19 2.13 -1.20
N -0.69 1.44 -0.28
S -0.94 -0.19 -0.60
O -0.62 -0.41 -1.97
O -0.17 -0.96 0.38
C -2.67 -0.41 -0.27
C -3.09 -1.10 0.85
C -4.45 -1.24 1.09
C -5.34 -0.68 0.19
F -6.65 -0.81 0.42
C -4.92 0.02 -0.93
C -3.57 0.15 -1.17
C -0.46 1.79 1.11
C 0.97 2.31 1.34
H 6.63 -2.87 -0.30
H 4.87 -2.91 -0.27
H 5.78 -2.53 1.20
H 6.70 -0.48 0.06
H 5.53 0.32 -2.02
H 6.49 -1.14 -2.25
H 4.74 -1.26 -2.15
H 4.76 0.93 0.26
H 4.87 -0.23 1.59
H 3.15 -1.66 0.51
H 3.07 -0.55 -0.85
H 1.26 -0.37 0.68
H 2.63 -1.04 2.62
H 3.07 0.67 2.77
H 1.37 0.15 2.90
H 2.99 2.03 0.69
H 1.76 0.73 -1.49
H 2.31 2.40 -1.47
H -0.12 1.87 -2.21
H 0.06 3.20 -1.05
H -2.36 -1.54 1.51
H -4.81 -1.78 1.94
H -5.66 0.44 -1.61
H -3.20 0.68 -2.03
H -0.66 0.90 1.71
H -1.18 2.56 1.41
H 1.20 2.29 2.40
H 1.02 3.36 1.03
```

How positive or negative is each atom? The Mulliken charges in e answer that: atom 1 (C): -1.57, atom 2 (C): 0.42, atom 3 (C): -1.53, atom 4 (C): -0.34, atom 5 (C): -0.69, atom 6 (N): 0.74, atom 7 (C): -1.10, atom 8 (C): -0.18, atom 9 (C): -0.71, atom 10 (C): -1.32, atom 11 (N): 0.16, atom 12 (S): 1.60, atom 13 (O): -0.74, atom 14 (O): -0.93, atom 15 (C): -0.21, atom 16 (C): -0.07, atom 17 (C): -0.71, atom 18 (C): 0.33, atom 19 (F): -0.29, atom 20 (C): -0.68, atom 21 (C): -0.45, atom 22 (C): -0.76, atom 23 (C): -1.20, atom 24 (H): 0.45, atom 25 (H): 0.34, atom 26 (H): 0.37, atom 27 (H): 0.38, atom 28 (H): 0.37, atom 29 (H): 0.45, atom 30 (H): 0.34, atom 31 (H): 0.31, atom 32 (H): 0.34, atom 33 (H): 0.31, atom 34 (H): 0.22, atom 35 (H): 0.19, atom 36 (H): 0.32, atom 37 (H): 0.43, atom 38 (H): 0.41, atom 39 (H): 0.79, atom 40 (H): 0.34, atom 41 (H): 0.43, atom 42 (H): 0.51, atom 43 (H): 0.43, atom 44 (H): 0.47, atom 45 (H): 0.46, atom 46 (H): 0.46, atom 47 (H): 0.42, atom 48 (H): 0.39, atom 49 (H): 0.41, atom 50 (H): 0.47, atom 51 (H): 0.44

No. 5
Density functional theory data (ωB97M-V with the def2-TZVPD basis set) for C17H28N11O8ReS as an isolated structure.

Its orbital gap (spin up / spin down) is 3.60 / 3.72 eV. As for the spin multiplicity: 2. The calculation puts the HOMO energy (spin up / spin down) at -16.4 / -16.4 eV. For the relative energy (zero: lowest compared OMol25 entry of this formula, charge and spin), the calculation gives 60.5 kcal per mole. As for the charge: +3.

XYZ file:
```
66
C17H28N11O8ReS | OMol25 | ωB97M-V with the def2-TZVPD basis set
Re -0.08 -0.05 0.03
C -0.24 -1.41 3.04
O 0.47 -0.52 2.19
C 1.88 -0.59 2.40
C 2.59 0.31 1.39
O 2.18 0.01 0.05
C 2.99 -0.99 -0.58
H -0.15 -1.08 4.08
H 0.13 -2.43 2.95
H -1.29 -1.38 2.75
H 2.21 -1.63 2.29
H 2.10 -0.25 3.42
H 3.67 0.21 1.48
H 2.32 1.35 1.58
H 3.99 -0.58 -0.75
H 2.54 -1.23 -1.54
H 3.06 -1.90 0.01
N -0.16 0.35 -2.30
N -0.01 1.72 -2.60
C 0.09 2.64 -1.62
N 0.23 3.91 -1.90
N 0.02 2.12 -0.38
N 0.08 2.86 0.75
O 0.05 2.15 1.74
O 0.15 4.05 0.72
H 0.62 -0.18 -2.72
H -1.02 -0.01 -2.75
H 0.03 2.01 -3.58
H 0.26 4.25 -2.85
H 0.32 4.60 -1.15
N -0.17 -1.95 -0.11
C -0.31 -3.12 -0.18
C -0.49 -4.46 -0.09
C -0.31 -5.01 1.19
N -0.16 -5.36 2.27
C -0.90 -5.27 -1.16
N -1.27 -5.92 -2.03
C -7.81 -2.03 6.40
C -6.98 -2.48 5.24
S -6.46 -0.93 4.30
O -7.55 -0.04 4.19
O -5.22 -0.47 4.86
C -5.98 -1.44 2.55
C -5.50 -0.15 1.88
N -4.32 -0.32 1.04
C -3.09 0.19 1.26
N -2.25 -0.15 0.27
C -2.98 -0.88 -0.62
C -4.26 -1.00 -0.16
N -5.33 -1.72 -0.81
O -5.04 -2.20 -1.87
O -6.39 -1.77 -0.23
C -2.78 1.06 2.42
H -8.06 -2.91 7.00
H -8.75 -1.58 6.08
H -7.27 -1.35 7.06
H -7.53 -3.08 4.52
H -6.04 -2.93 5.53
H -6.85 -1.86 2.08
H -5.19 -2.17 2.66
H -5.24 0.58 2.65
H -6.31 0.26 1.27
H -2.58 -1.32 -1.52
H -3.36 1.98 2.34
H -1.73 1.32 2.45
H -3.05 0.59 3.37
```

How positive or negative is each atom? The Mulliken charges in e answer that: atom 1 (Re): 2.73, atom 2 (C): -0.85, atom 3 (O): -0.32, atom 4 (C): -0.40, atom 5 (C): -0.74, atom 6 (O): -0.52, atom 7 (C): -0.77, atom 8 (H): 0.31, atom 9 (H): 0.34, atom 10 (H): 0.28, atom 11 (H): 0.42, atom 12 (H): 0.44, atom 13 (H): 0.55, atom 14 (H): 0.20, atom 15 (H): 0.31, atom 16 (H): 0.30, atom 17 (H): 0.33, atom 18 (N): -0.78, atom 19 (N): -0.27, atom 20 (C): 0.75, atom 21 (N): -0.29, atom 22 (N): -0.53, atom 23 (N): 1.12, atom 24 (O): -0.60, atom 25 (O): -0.70, atom 26 (H): 0.37, atom 27 (H): 0.36, atom 28 (H): 0.19, atom 29 (H): 0.21, atom 30 (H): 0.21, atom 31 (N): -0.09, atom 32 (C): 0.91, atom 33 (C): 0.39, atom 34 (C): -0.08, atom 35 (N): -0.21, atom 36 (C): -0.18, atom 37 (N): -0.18, atom 38 (C): -1.20, atom 39 (C): -0.43, atom 40 (S): 1.08, atom 41 (O): -0.62, atom 42 (O): -0.63, atom 43 (C): -0.77, atom 44 (C): -1.33, atom 45 (N): 0.28, atom 46 (C): 0.93, atom 47 (N): -0.41, atom 48 (C): -0.79, atom 49 (C): -0.22, atom 50 (N): 1.03, atom 51 (O): -0.59, atom 52 (O): -0.55, atom 53 (C): -1.53, atom 54 (H): 0.38, atom 55 (H): 0.35, atom 56 (H): 0.36, atom 57 (H): 0.39, atom 58 (H): 0.37, atom 59 (H): 0.62, atom 60 (H): 0.45, atom 61 (H): 0.62, atom 62 (H): 0.25, atom 63 (H): 0.73, atom 64 (H): 0.59, atom 65 (H): 0.04, atom 66 (H): 0.39

Q: Among the records above, which one has the lowest charge?
A: C17H28BF4N4OS

Q: Look up the charge of the third one.
A: +2